{"formula": "C2H2KLiO2", "method": "wB97M-V/def2-TZVPD", "symbols": ["H", "O", "C", "C", "O", "Li", "K", "H"], "xyz": [[0.569, -0.321, 1.188], [-1.394, -0.104, 0.004], [-0.423, 0.537, 0.535], [0.716, 0.866, -0.217], [1.494, -0.220, -0.026], [-3.154, -0.328, 0.201], [1.085, -2.318, -1.553], [1.107, 1.888, -0.132]], "lowdin_charge": [0.21, -0.27, -0.26, -0.30, -0.30, 0.85, 0.96, 0.12], "multiplicity": 2, "total_charge": 1, "de_lowest_kcal_mol": 104.6, "total_energy_ev": -22721.8966}